Entry from OMol25: C24H50FeN3O2PSb as an isolated structure (ωB97M-V with the def2-TZVPD basis set).

Geometry as XYZ:
```
82
Properties=species:S:1:pos:R:3:forces:R:3:lowdin_charge:R:1
Fe -1.9624 0.5974 -0.8764 0.1 0.3 0.1 0.677
C 4.4078 1.8340 -0.8522 0.0 0.0 0.0 -0.169
C 4.6611 0.3696 -0.5051 0.0 -0.1 -0.1 -0.580
C 5.9816 0.2017 0.2405 0.0 0.0 0.0 -0.150
Sb 2.8643 -0.5208 0.3664 0.1 0.0 0.0 1.489
C 2.5560 0.6666 2.1605 0.0 0.0 0.0 -0.578
C 1.5794 -0.0928 3.0574 0.0 0.0 0.0 -0.164
C 3.7749 1.1384 2.9430 0.0 0.0 0.0 -0.139
C 3.7450 -2.3306 1.2263 -0.1 -0.1 0.0 -0.594
C 4.7088 -2.2383 2.4059 0.0 0.0 0.0 -0.147
C 4.3293 -3.1540 0.0787 0.1 0.0 0.0 -0.179
H 5.2401 2.2291 -1.4443 0.0 0.0 0.0 0.072
H 4.3289 2.4449 0.0506 0.0 0.0 0.0 0.068
H 3.4831 1.9761 -1.4092 0.0 0.0 0.0 0.047
H 4.7466 -0.1903 -1.4432 0.0 0.0 0.0 0.068
H 5.9471 0.6097 1.2510 0.0 0.0 0.0 0.054
H 6.7760 0.7330 -0.2956 0.0 0.0 0.0 0.075
H 6.2846 -0.8424 0.3162 0.0 0.0 0.0 0.049
H 2.0459 1.5429 1.7587 0.0 0.0 0.0 0.051
H 2.0225 -1.0156 3.4431 0.0 0.0 0.0 0.060
H 0.6618 -0.3601 2.5271 0.0 0.0 0.0 0.048
H 1.2943 0.5139 3.9228 0.0 0.0 0.0 0.075
H 4.3293 0.3114 3.3888 0.0 0.0 0.0 0.056
H 3.4573 1.7954 3.7605 0.0 0.0 0.0 0.076
H 4.4655 1.7092 2.3220 0.0 0.0 0.0 0.049
H 2.8495 -2.8519 1.5829 0.0 -0.1 0.0 0.061
H 5.5364 -1.5526 2.2283 0.0 0.0 0.0 0.050
H 5.1398 -3.2240 2.6158 0.0 0.0 0.0 0.073
H 4.1997 -1.9093 3.3125 0.0 0.0 0.0 0.053
H 5.2129 -2.6730 -0.3484 0.0 0.0 0.0 0.058
H 3.6114 -3.2899 -0.7350 0.0 0.0 0.0 0.051
H 4.6379 -4.1465 0.4219 0.0 0.0 0.0 0.071
C -2.9113 5.1603 -2.2594 0.0 0.0 0.0 -0.012
N -1.7774 4.4159 -1.7324 0.0 0.0 0.0 -0.055
C -0.6201 5.0351 -1.3169 -0.1 0.0 0.0 -0.051
C 0.4140 4.3472 -0.8192 0.1 0.0 0.0 0.018
C 0.3322 2.8905 -0.7147 0.0 -0.1 0.0 -0.490
O 1.2646 2.1867 -0.3499 0.0 0.2 0.1 -0.041
N -0.8772 2.3417 -1.0639 -0.1 -0.1 -0.1 0.073
C -1.8934 3.0547 -1.5898 0.1 0.0 0.1 -0.537
O -2.9354 2.4550 -1.9245 0.0 0.0 -0.1 -0.029
H -2.5914 6.1789 -2.4654 0.0 0.0 0.0 0.087
H -3.7321 5.1732 -1.5427 0.0 0.0 0.0 0.097
H -3.2622 4.6954 -3.1775 0.0 0.0 0.0 0.093
H -0.6142 6.1109 -1.4292 0.0 0.0 0.0 0.125
H 1.3224 4.8355 -0.5027 0.0 0.0 0.0 0.111
C -0.2684 -4.0804 -2.4891 0.0 0.0 0.0 -0.145
C -0.1247 -2.6174 -2.0839 0.1 0.2 0.0 -0.402
P -1.6102 -1.7688 -1.4185 -0.3 -0.2 -0.1 0.932
C -2.9253 -2.0419 -2.6944 0.1 -0.1 -0.1 -0.378
C -3.4617 -0.7289 -3.2637 -0.1 0.0 0.0 -0.171
C -2.1311 -2.8363 -0.0234 0.1 -0.1 0.0 -0.398
C -1.4438 -2.4754 1.2912 0.0 0.0 0.0 -0.158
H 0.6727 -4.4420 -2.9056 0.0 0.0 0.0 0.072
H -1.0364 -4.2257 -3.2495 0.0 0.0 0.0 0.059
H -0.5115 -4.7203 -1.6414 0.0 0.0 0.0 0.060
H 0.2127 -2.0165 -2.9326 0.0 0.0 0.0 0.080
H 0.6547 -2.4991 -1.3263 0.0 0.0 0.0 0.031
H -3.7282 -2.6268 -2.2431 0.0 0.0 0.0 0.082
H -2.5102 -2.6507 -3.4999 0.0 0.0 0.0 0.066
H -3.9504 -0.1292 -2.4918 0.0 0.0 0.0 0.039
H -4.2021 -0.9130 -4.0438 0.0 0.0 0.0 0.075
H -2.6617 -0.1328 -3.7098 0.0 0.0 0.0 0.068
H -1.9206 -3.8769 -0.2809 -0.1 0.0 0.0 0.070
H -3.2136 -2.7365 0.0599 0.0 0.1 0.1 0.057
H -0.3582 -2.5775 1.2142 0.0 0.0 0.0 0.056
H -1.7777 -3.1388 2.0906 0.0 0.0 0.0 0.074
H -1.6760 -1.4487 1.5729 0.0 0.0 0.0 0.038
C -4.9943 -0.8742 1.4918 -0.1 0.0 0.0 -0.064
C -4.4278 0.4775 1.0372 0.1 0.1 0.2 -0.744
C -4.1578 1.3546 2.2689 0.0 0.0 0.0 -0.063
C -5.4565 1.1700 0.1319 0.0 0.0 0.0 -0.059
N -3.2139 0.2928 0.3108 -0.3 -0.1 -0.1 -0.063
H -5.9515 -0.7351 2.0002 0.0 0.0 0.0 0.080
H -4.3108 -1.3739 2.1810 0.0 0.0 0.0 0.072
H -5.1640 -1.5241 0.6308 0.0 0.0 0.0 0.068
H -5.0717 1.5314 2.8422 0.0 0.0 0.0 0.077
H -3.7506 2.3178 1.9567 0.0 0.0 0.0 0.074
H -3.4269 0.8728 2.9207 0.0 0.0 0.0 0.074
H -6.3584 1.4191 0.6968 0.0 0.0 0.0 0.080
H -5.7419 0.5105 -0.6909 0.0 0.0 0.0 0.073
H -5.0370 2.0822 -0.2928 0.0 0.0 0.0 0.064
```
Positions in Å, forces in eV/Å.

Output
Kohn-Sham gap (alpha / beta) = 8.2031 / 8.1027 eV
E = -3104.487538 a.u.
HOMO (alpha / beta) = -7.526 / -7.530 eV
spin multiplicity = 6
relative energy (zero: lowest compared OMol25 entry of this formula, charge and spin) = 0.760 eV
charge = 0
<S²> = 8.7849